DFT (wB97M-V/def2-TZVPD) results for a structure of composition C10H13F6N4O8S3Tl.

Geometry as XYZ:
```
45
Properties=species:S:1:pos:R:3:mulliken_charge:R:1
Tl 2.91223 -0.16650 2.21994 0.9332
F 3.62229 -1.85804 6.73960 -0.1927
C 2.44815 -2.44873 6.78497 0.6373
F 2.57114 -3.72946 6.52345 -0.1565
F 1.86714 -2.25787 7.93853 -0.1690
S 1.40503 -1.68997 5.34691 1.1943
O 2.33402 -1.67208 4.24984 -0.5791
O 0.20217 -2.41486 5.20777 -0.5010
N 1.18594 -0.22508 5.94926 -0.1944
S 0.72984 0.88130 4.93121 0.9516
O 1.22560 2.18504 5.12728 -0.5811
O 0.67771 0.37798 3.58115 -0.5505
C -1.19754 0.93851 5.43315 0.7113
F -1.51686 2.20312 5.54413 -0.1617
F -1.83554 0.38415 4.42528 -0.1744
F -1.43338 0.29040 6.53941 -0.1798
C -1.08866 3.21615 -6.14249 -1.2747
C -0.78326 2.50755 -4.86954 -0.2921
S -2.01941 1.06462 -4.72326 1.1673
O -1.63363 0.12219 -5.71662 -0.4228
O -3.30921 1.65322 -4.68614 -0.4517
C -1.67459 0.31980 -3.05779 -0.4006
C -0.49245 -0.63902 -3.13555 -1.2825
N -0.00845 -0.95283 -1.80611 0.3015
C 0.95592 -0.29766 -1.10881 0.5405
N 1.16541 -0.87390 0.06594 -0.2345
C 0.33821 -1.92583 0.15975 -0.5880
C -0.41097 -1.99876 -0.99846 -0.0484
N -1.43286 -2.94904 -1.32003 1.0655
O -2.15290 -2.65392 -2.24957 -0.6210
O -1.47966 -3.92842 -0.63373 -0.5560
C 1.68102 0.90587 -1.55761 -1.2297
H -0.33982 4.00534 -6.30026 0.3733
H -2.06292 3.70041 -6.11811 0.4051
H -1.01941 2.55390 -7.00487 0.4113
H -0.96056 3.11589 -3.98653 0.4413
H 0.19063 2.02627 -4.87853 0.3474
H -2.59812 -0.21499 -2.82521 0.4345
H -1.52583 1.13785 -2.35480 0.4695
H 0.32707 -0.21988 -3.72235 0.6726
H -0.81189 -1.55974 -3.63211 0.3557
H 0.30737 -2.57007 1.01598 0.5466
H 1.49386 1.14787 -2.59898 0.2043
H 2.74973 0.75118 -1.41662 0.3796
H 1.39741 1.75804 -0.93947 0.2986
```

Computed properties:
Energy = -3175.1290 hartree
2S+1 = 1
E_HOMO (spin up / spin down) = -15.37 / -15.43 eV
Molecular weight = 731.806 Da
LUMO energy (spin up / spin down) = -11.84 / -10.55 eV
Charge = +2


DFT (wB97M-V/def2-TZVPD) results for an isolated molecule of C6H9N.

Geometry as XYZ:
```
16
Properties=species:S:1:pos:R:3:mulliken_charge:R:1
C 2.24991 0.33916 0.14565 -0.9045
N 0.84073 0.64018 0.21921 -0.2138
C -0.03462 -0.37814 0.69878 -0.2878
C -1.53376 -0.15611 0.64640 -0.4118
C -1.87173 0.65067 -0.59005 -0.4861
C -1.26786 -0.21307 -1.41227 -0.4148
C -0.88649 -1.15535 -0.29086 -0.2274
H 2.76761 0.29979 1.11978 0.2828
H 2.74260 1.09689 -0.47372 0.2991
H 2.39060 -0.62842 -0.34921 0.3155
H 0.29426 -0.96580 1.56791 0.3501
H -2.17744 -0.37963 1.49227 0.3615
H 0.64130 1.54227 0.62364 0.2092
H -2.23841 1.66650 -0.70842 0.3692
H -0.89016 -0.12768 -2.42615 0.3517
H -1.02654 -2.23124 -0.26295 0.4072
```

Computed properties:
Energy = -288.6528 hartree
2S+1 = 1
E_HOMO = -8.53 eV
SMILES = CN[C@@H]1[C@@H]2C=C[C@@H]21
Molecular weight = 95.145 Da
LUMO energy = 1.18 eV
Energy above the lowest of the compared OMol25 structures with the same formula, charge and spin = 81.1 kcal/mol


DFT (wB97M-V/def2-TZVPD) results for a cluster of 4 separate species, C4H17N3O3 in total.

Geometry as XYZ:
```
27
Properties=species:S:1:pos:R:3:mulliken_charge:R:1
C -0.68659 2.01856 1.37184 -0.7213
C -0.49995 0.60491 0.74814 0.1304
C 0.46436 0.68424 -0.43171 -0.5431
C 1.49254 -0.11775 -0.73364 -0.3870
N 2.28274 0.06809 -1.92855 -0.5997
N -0.06517 1.59800 -1.36580 -0.2937
N -1.79120 2.82590 0.87933 -0.5824
H 0.26508 2.50047 1.05560 0.3101
H -0.75081 1.97229 2.47433 0.3275
H -0.11524 -0.01113 1.56961 0.0819
H -1.54967 0.16797 0.65327 0.3104
H 1.81732 -0.87280 -0.04691 0.6596
H 3.26194 0.10150 -1.68239 0.2564
H 2.11382 -0.60228 -2.66150 0.2008
H -1.05259 1.47816 -1.47124 0.2433
H 0.50295 2.26772 -1.84248 0.1714
H -2.66945 2.34998 0.75186 0.2243
H -1.52613 3.31935 0.04380 0.2917
H 1.05690 -3.05769 1.87495 0.3415
H 0.52607 -2.17511 3.07616 0.2845
O 1.17176 -2.22812 2.36566 -0.6251
H -0.38895 -2.73823 -0.30811 0.3135
H 1.08886 -3.19450 -0.43217 0.3081
O 0.29031 -3.29326 0.09158 -0.6493
H -2.04697 -1.26176 -2.06859 0.3192
H -1.24680 -0.90035 -0.83933 0.3459
O -1.94513 -1.50417 -1.14371 -0.7187
```

Computed properties:
Energy = -552.5358 hartree
2S+1 = 1
E_HOMO = -8.20 eV
SMILES = N/C=C(\N)CCN.O.O.O
Molecular weight = 155.198 Da
LUMO energy = 0.52 eV
Energy above the lowest of the compared OMol25 structures with the same formula, charge and spin = 40.6 kcal/mol


DFT (wB97M-V/def2-TZVPD) results for an isolated molecule of C3H5NO2.

Geometry as XYZ:
```
11
Properties=species:S:1:pos:R:3:mulliken_charge:R:1
O -1.45254 1.80393 -0.35706 -0.4873
C -1.45396 0.66495 -0.76827 0.0837
C -0.28661 -0.26128 -0.57709 -0.4691
N 0.75792 0.28529 0.22887 -0.3682
C 1.47928 -0.61237 1.55153 0.0516
O 1.01205 -1.64744 1.85806 -0.3610
H -2.30917 0.23223 -1.33458 0.3247
H -0.68169 -1.19852 -0.14119 0.2833
H 0.05014 -0.54443 -1.59574 0.2366
H 0.72125 1.30227 0.33368 0.2906
H 2.16342 -0.02475 0.80308 0.4151
```

Computed properties:
Energy = -322.4160 hartree
2S+1 = 1
E_HOMO = -9.68 eV
SMILES = O=CCNC=O
Molecular weight = 87.078 Da
LUMO energy = 0.35 eV
Energy above the lowest of the compared OMol25 structures with the same formula, charge and spin = 99.3 kcal/mol


DFT (wB97M-V/def2-TZVPD) results for a structure of composition C4H12N2O.

Geometry as XYZ:
```
19
Properties=species:S:1:pos:R:3:mulliken_charge:R:1
C 2.18231 -1.17113 0.63230 -0.9110
N 1.20178 -0.80521 -0.39500 -0.3437
C 1.09379 0.70516 -0.39669 -0.6224
O 0.05469 1.11723 -1.16784 -0.6220
H 2.86610 -0.36252 0.98156 0.3223
H 2.80453 -2.00125 0.31757 0.3295
H 1.68416 -1.46306 1.55774 0.2759
H 1.71677 -0.95382 -1.26239 0.2189
H 2.07506 1.08323 -0.75521 0.4226
H 0.97327 0.99716 0.66556 0.3371
C -2.08006 0.07730 1.04237 -0.6758
C -1.73853 0.76024 -1.24623 0.0199
N -1.90290 -0.31879 -0.41061 -0.5135
H -1.12424 0.19284 1.54726 0.1984
H -2.66863 -0.71582 1.49625 0.2471
H -2.66325 0.99103 1.03323 0.3597
H -1.95311 1.74967 -0.84949 0.1489
H -1.61791 0.68821 -2.31866 0.3379
H -0.90384 -0.57046 -0.47172 0.4701
```

Computed properties:
Energy = -344.2337 hartree
2S+1 = 1
E_HOMO = -8.75 eV
Molecular weight = 104.153 Da
LUMO energy = 1.01 eV
Energy above the lowest of the compared OMol25 structures with the same formula, charge and spin = 95.0 kcal/mol


DFT (wB97M-V/def2-TZVPD) results for a structure of composition C39H43AlAs2ClSi2.

Geometry as XYZ:
```
88
Properties=species:S:1:pos:R:3:mulliken_charge:R:1
C -1.91212 -0.39309 0.53069 -0.2225
C -2.51703 -0.16586 -0.75321 -0.9391
C -2.06643 -1.19912 -1.64355 0.1466
H -3.27869 0.56983 -0.97892 0.5385
C -1.17121 -2.06064 -0.91202 -0.5728
C -1.07202 -1.55676 0.42682 0.1203
H -0.56297 -2.04178 1.24831 0.7714
H -2.15457 0.13099 1.44729 0.6397
H -2.44878 -1.37670 -2.63885 0.7967
H -0.74508 -2.98512 -1.27622 0.6624
Al -0.40388 -0.12978 -0.95514 -1.8795
Si 1.55466 0.71306 -3.92803 -0.5084
C 0.39963 2.20458 -3.81640 1.2368
C 1.04530 3.38856 -4.20030 -0.8024
H 2.13507 3.43077 -4.25132 0.4195
C 0.27439 4.48301 -4.59519 -0.6853
H 0.75971 5.38767 -4.96368 0.4170
C -1.12013 4.43721 -4.52067 -0.7028
H -1.71932 5.29605 -4.81940 0.4160
C -1.76395 3.29172 -4.05072 -1.0067
H -2.85450 3.23236 -3.99085 0.4668
C -1.00280 2.17993 -3.67835 0.6164
H -1.47848 1.26822 -3.31360 0.2651
C 0.51426 -0.83795 -4.37350 2.3869
C -0.87982 -0.85302 -5.00765 0.5616
H -1.54207 0.02897 -5.00047 0.7331
C -1.50852 -2.14544 -5.21760 -1.3675
H -2.42230 -2.17682 -5.82267 0.3526
C -0.94194 -3.28767 -4.70069 -0.7931
H -1.46671 -4.24977 -4.79465 0.3973
C 0.27472 -3.25254 -3.99804 -0.6892
H 0.62813 -4.18115 -3.54882 0.4852
C 1.00579 -2.08738 -3.86198 -0.8447
H 1.94617 -2.06789 -3.29628 0.0684
H 0.70477 0.33293 -2.29616 -0.0961
Si 0.42323 -0.33612 -6.19926 -0.9210
C 1.21072 -1.56888 -7.29072 0.6264
C 0.69848 -1.55348 -8.59998 -0.8268
H 0.36916 -0.60012 -9.03351 0.3639
C 0.54068 -2.77468 -9.25938 -0.6131
H 0.01340 -2.79072 -10.21292 0.4066
C 1.02136 -3.94308 -8.64568 -0.5187
H 0.80124 -4.90891 -9.10688 0.3715
C 1.78525 -3.88477 -7.47166 -0.3576
H 2.22015 -4.78854 -7.03482 0.3982
C 1.96800 -2.65737 -6.83117 -0.3291
H 2.61685 -2.55405 -5.95236 0.3705
C 0.23755 1.29418 -7.11956 0.6300
C -1.06805 1.72798 -7.40239 0.0412
H -1.93127 1.17932 -7.02335 0.3803
C -1.28541 2.87281 -8.17468 -0.8268
H -2.30953 3.19427 -8.38460 0.3869
C -0.19521 3.62080 -8.64337 -0.4140
H -0.36249 4.52804 -9.22803 0.3840
C 1.11253 3.21528 -8.34758 -0.6686
H 1.97283 3.80385 -8.69508 0.3847
C 1.32698 2.06707 -7.58075 -0.3471
H 2.34554 1.77607 -7.32885 0.3950
H 2.58326 1.14825 -4.82918 -0.2362
Cl 3.21010 0.44174 -2.56867 -0.3662
C 4.45646 -0.63035 1.03870 -1.1565
As 2.56312 -0.98624 0.64750 0.8473
C 2.47903 -2.79861 1.34253 -1.4635
C 1.83884 -0.03013 2.25660 0.1531
C 2.11851 -0.52594 3.52659 -0.6578
C 1.61910 0.14173 4.66099 -0.7333
C 0.86614 1.30323 4.49809 -0.8090
C 0.60999 1.81282 3.21413 -0.6569
C 1.08450 1.14848 2.08578 0.1398
As 0.65708 1.76878 0.24710 1.5666
C -0.59151 3.21834 0.62164 -1.5185
C 2.22901 2.85723 -0.15162 -0.7153
H 4.97729 -0.70957 0.07291 0.3760
H 4.80327 -1.39544 1.74871 0.4088
H 4.56199 0.37919 1.44256 0.3428
H 3.28027 -2.94339 2.07118 0.4695
H 1.49880 -2.98450 1.77962 0.3356
H 2.62988 -3.44602 0.47442 0.4315
H 2.71852 -1.42598 3.65374 0.3058
H 1.82582 -0.25286 5.65974 0.4069
H 0.47712 1.82170 5.38039 0.3876
H 0.03911 2.73282 3.10291 0.3971
H 0.00347 4.09166 0.93693 0.4741
H -1.12309 3.42398 -0.31960 0.2912
H -1.29402 2.89574 1.40529 0.4308
H 2.10755 3.80333 0.37590 0.4834
H 3.12303 2.33261 0.18964 0.2287
H 2.26774 3.01872 -1.23948 0.1320
```

Computed properties:
Energy = -7264.7697 hartree
2S+1 = 1
E_HOMO = -8.49 eV
Molecular weight = 780.224 Da
LUMO energy = -2.41 eV
Energy above the lowest of the compared OMol25 structures with the same formula, charge and spin = 0.0 kcal/mol
Charge = +1


DFT (wB97M-V/def2-TZVPD) results for a cluster of 2 separate species, C4H10N2O2 in total.

Geometry as XYZ:
```
18
Properties=species:S:1:pos:R:3:mulliken_charge:R:1
O -0.25875 -1.30461 -1.83857 -0.6094
C -0.57829 -0.54899 -0.88294 0.2266
N 0.32952 -0.54560 0.34355 -0.3223
C 0.70391 -1.91151 0.75628 -1.0261
C -0.65973 0.92045 -1.30039 -0.3605
N 0.65739 1.41377 -1.27366 -0.2654
C 1.24039 1.43645 -0.13893 -0.1962
O -1.22177 1.34136 1.04561 -0.7295
H -0.27430 -0.13082 1.08251 0.3746
H 1.34634 -2.40188 0.03451 0.3512
H -0.16507 -2.50110 1.05128 0.2928
H 1.35560 -1.80150 1.62700 0.3703
H -0.98236 0.96448 -2.32789 0.3613
H -1.11422 1.41810 -0.33732 0.3417
H -1.55582 -0.79956 -0.36650 0.2994
H 0.60362 1.62602 0.77922 0.4472
H 2.29900 1.17036 -0.05756 0.3163
H -1.72547 1.65456 1.80380 0.1280
```

Computed properties:
Energy = -418.1142 hartree
2S+1 = 1
E_HOMO = -8.96 eV
Molecular weight = 118.136 Da
LUMO energy = -3.00 eV
Energy above the lowest of the compared OMol25 structures with the same formula, charge and spin = 217.6 kcal/mol


Q: Which value of 2S+1 does entry 6 give?
A: 1